(1)
Molecular formula: C3H7N3S
Method: DFT, wB97M-V/def2-TZVPD

```
14
C3H7N3S (wB97M-V/def2-TZVPD)
H 0.8848 2.1541 -0.1995
N -0.1257 2.0494 -0.2442
C -0.3108 0.7983 -0.0467
N -1.6016 0.2552 0.1916
N -2.1092 -0.8390 -0.5283
C 0.7238 -0.3284 -0.1256
C 1.7663 -0.3478 0.9236
S 2.4616 0.0266 -0.7106
H -2.3101 0.9623 -0.0615
H -1.9175 -0.8926 -1.5487
H -1.8029 -1.6295 -0.0574
H 0.3004 -1.3100 -0.4720
H 1.8017 0.4001 1.6220
H 2.2390 -1.2987 1.2573
```

Its structure (SMILES) is [H]/N=C(/NN)[C@@H]1CS1. The value obtained for the HOMO energy is -9.2895 eV. The total charge is 0. As for the energy above the lowest of the compared OMol25 structures with the same formula, charge and spin: 251.5 kJ/mol. The calculation puts the HOMO-LUMO gap at 10.0 eV.

Here are the natural (NBO) charges for atoms 1 to 5, given in e: H 0.345; N -0.649; C 0.403; N -0.465; N -0.658


(2)
Molecular formula: C3H7N3S
Method: DFT, wB97M-V/def2-TZVPD

```
14
C3H7N3S (wB97M-V/def2-TZVPD)
N -2.5056 -0.7290 -0.0579
C -1.3367 -0.0158 -0.0361
S -1.3581 1.6577 -0.0167
N -0.2439 -0.8247 -0.0424
N 1.1239 -0.5708 -0.0329
C 1.6992 0.5690 -0.7424
C 1.6892 0.5120 0.7312
H -2.5535 -1.6656 0.2857
H -3.3386 -0.1684 0.0699
H -0.4218 -1.8141 -0.1806
H 2.6199 0.3340 -1.3281
H 1.0094 1.2654 -1.1993
H 1.0244 1.1995 1.2406
H 2.5921 0.2507 1.3090
```

Its structure (SMILES) is NC(=S)NN1CC1. The value obtained for the HOMO energy is -8.3521 eV. The total charge is 0. As for the energy above the lowest of the compared OMol25 structures with the same formula, charge and spin: 218.7 kJ/mol. The calculation puts the HOMO-LUMO gap at 9.2 eV.

Here are the natural (NBO) charges for atoms 1 to 5, given in e: N -0.807; C 0.277; S -0.284; N -0.434; N -0.250